1.
Below is a molecular structure, C33H53AlCaClF4IN3Na2O12PS, with properties calculated with the ωB97M-V functional and the def2-TZVPD basis.

Output
- LUMO level: -4.488 eV
- Kohn-Sham gap: 0.0423 hartree
- Electronic energy: -5496.6293 Ha

```
113
Properties=species:S:1:pos:R:3:lowdin_charge:R:1
C -0.5096 -7.3023 -0.5011 -0.29
C -0.9156 -7.0568 -2.0759 -0.39
C -2.3625 -6.3104 -2.3009 -0.24
N -2.2312 -4.8989 -2.8282 -0.06
C -2.2739 -3.8743 -1.7160 -0.80
O -1.5940 -4.2707 -0.4731 -0.10
I -4.4328 -3.7073 -1.1696 0.84
O -1.8851 -2.5233 -2.1410 -0.20
C -0.5106 -2.4397 -2.6256 -0.10
C 0.4519 -1.3207 -1.8264 -0.34
C 0.0680 -1.1790 -0.2283 -0.05
C 0.3428 0.2672 0.4637 -0.15
O -0.7872 0.7301 1.3387 -0.11
C -0.9418 -0.1577 2.5021 -0.24
O -2.0805 -0.9046 2.5398 -0.02
C 0.1318 -0.2759 3.7385 -0.13
C 0.6520 1.2520 4.0717 -0.12
C 1.9117 -2.0242 -1.8873 -0.09
C 3.0929 -1.0942 -0.9330 -0.10
C 4.7394 -1.3689 -1.3932 -0.35
O 3.8776 0.0056 -1.7017 -0.32
N 0.2662 -0.0254 -2.5581 -0.31
O -0.9375 0.1371 -3.1169 -0.22
C -1.8531 0.9673 -2.3437 -0.20
O -2.4506 0.6804 -1.1878 0.06
C -2.2849 2.4286 -3.0341 -0.06
C -3.7755 2.3967 -3.7925 0.01
C -4.3358 3.7344 -4.5692 -0.03
C -3.3711 5.0680 -4.5715 0.00
C -1.8957 5.0986 -3.7904 0.00
C -1.3057 3.7498 -2.9977 -0.03
P 1.4064 0.2793 -3.8821 0.42
S 0.3805 1.2590 -5.2752 0.25
H -1.4378 -7.3299 0.2357 0.07
H 0.1499 -8.2500 -0.3062 0.07
H 0.1140 -6.3398 -0.1694 -0.04
H -0.9607 -8.1185 -2.6071 0.11
H -0.1011 -6.4426 -2.6815 -0.11
H -2.9658 -6.9210 -3.1236 0.13
H -2.9655 -6.3990 -1.3015 0.09
H -2.9571 -4.6944 -3.5793 0.12
H -2.2356 -4.1059 0.2783 0.07
H -0.4242 -2.3174 -3.8103 0.16
H -0.0264 -3.5123 -2.4162 0.11
H 0.7647 -1.9651 0.3410 0.14
H -1.0262 -1.4831 0.0496 0.14
H 0.5744 1.1608 -0.2464 0.08
H 1.2660 0.2046 1.2193 0.12
H 1.0900 -0.9002 3.4116 0.12
H -0.3500 -0.8328 4.6588 0.14
H -0.1267 2.0006 3.5668 0.10
H 0.7646 1.4569 5.2206 0.10
H 1.6850 1.3791 3.5208 0.07
H 2.3885 -2.2282 -2.9169 0.05
H 1.8656 -3.0432 -1.2836 0.12
H 2.8524 -0.9519 0.2932 0.18
H 4.9261 -1.5822 -0.2309 0.09
H 5.6064 -0.6100 -1.4220 0.04
H -4.4331 1.4018 -3.7893 0.11
H -5.3799 3.6440 -5.1149 0.10
H -3.7881 6.0102 -5.1640 0.10
H -1.2611 6.0826 -3.8431 0.09
H -0.2505 3.7381 -2.4639 0.01
H 1.8921 -0.9036 -4.5666 -0.03
H 2.4873 1.2149 -3.5404 -0.01
Na 1.1640 3.1225 -1.1971 0.68
Cl 1.2482 -6.0674 -1.7767 0.06
C 5.1123 0.1527 6.3101 -0.03
C 3.9726 0.9657 5.7570 -0.48
O 3.2992 0.5602 4.8109 0.00
C 3.6888 2.2940 6.4058 -0.03
H 5.2002 -0.7809 5.7444 0.07
H 6.0475 0.7098 6.2132 0.08
H 4.9208 -0.0904 7.3584 0.09
H 4.5606 2.9466 6.3132 0.09
H 3.4339 2.1464 7.4583 0.09
H 2.8400 2.7695 5.9030 0.05
C -6.6697 -3.1938 5.7877 -0.10
C -6.9570 -2.4522 4.6421 -0.10
C -5.9204 -1.9848 3.8348 -0.09
C -4.5955 -2.2678 4.1681 -0.09
C -4.3084 -3.0126 5.3116 -0.10
C -5.3447 -3.4721 6.1240 -0.10
H -7.4777 -3.5549 6.4185 0.10
H -7.9897 -2.2376 4.3788 0.10
H -6.1443 -1.4013 2.9459 0.10
H -3.7877 -1.9078 3.5364 0.07
H -3.2759 -3.2345 5.5703 0.10
H -5.1204 -4.0476 7.0178 0.10
Ca 5.0555 -2.0663 -3.9717 0.78
C 0.6525 4.4725 8.6984 -0.12
C 0.5881 4.4911 7.1609 -0.54
O 1.8264 4.3368 6.7211 -0.24
H 1.2721 5.2877 9.0929 0.06
H -0.3545 4.5976 9.1133 0.06
H 1.0479 3.5230 9.0808 0.06
H 0.0532 5.4194 6.9062 0.08
H -0.1615 3.7297 6.8946 0.08
C 0.8577 5.3521 -5.9709 -0.95
O 0.2809 6.3990 -5.7198 0.24
O 1.6985 4.8097 -5.2447 0.21
O 0.6898 4.6730 -6.9905 0.30
Na 7.5436 -2.0930 -1.2994 0.33
N 7.8600 1.0654 -5.8275 0.28
H 7.1041 1.2538 -5.1587 0.10
H 8.4200 0.2712 -5.4962 0.11
H 7.4574 0.8412 -6.7449 0.14
H 8.4587 1.8955 -5.9101 0.15
F -2.5523 9.5413 -8.7589 -0.27
Al -2.1142 7.8193 -8.4646 0.12
F -3.0844 7.1798 -7.0887 -0.26
F -0.3613 7.7054 -8.0673 -0.25
F -2.4586 6.8511 -9.9435 -0.27
```

=====

2.
Below is a molecular structure, C33H53B2F4N6OOsS4, with properties calculated with the ωB97M-V functional and the def2-TZVPD basis.

Output
- Relative energy (zero: lowest compared OMol25 entry of this formula, charge and spin): 32.14 kcal per mole
- ⟨S²⟩: 6.0424
- LUMO level (spin up / spin down): -11.203 / -12.413 eV
- Charge: +3
- 2S+1: 5
- Kohn-Sham gap (spin up / spin down): 0.2163 / 0.1937 hartree
- Electronic energy: -3824.7853 Ha

```
104
Properties=species:S:1:pos:R:3:lowdin_charge:R:1
Os -12.3831 -11.1449 13.2800 0.90
C -8.4247 -7.9426 13.0499 -0.01
C -8.4291 -9.3070 13.6470 -0.23
C -7.5385 -9.6509 14.6389 0.14
C -7.6497 -10.9071 15.2839 -0.15
N -8.5363 -11.7935 14.9039 0.24
N -9.3489 -11.4642 13.8652 0.02
B -10.3784 -12.5021 13.4953 -0.63
N -10.6912 -13.4881 14.6573 0.01
N -10.0182 -14.6649 14.6243 0.23
C -10.1053 -15.3800 15.7475 -0.16
C -10.7622 -14.9701 16.9174 0.13
C -11.3452 -13.7303 16.9472 -0.19
C -11.9492 -13.1473 18.1827 0.00
C -11.3372 -13.0593 15.7176 -0.45
S -12.2973 -11.5966 15.4661 0.93
C -9.4896 -16.7475 15.6509 -0.55
C -10.5127 -17.8236 15.2723 -0.02
C -8.7791 -17.1449 17.0039 -0.02
C -8.4312 -16.6836 14.5365 -0.07
N -10.3603 -13.1732 12.1410 0.00
N -9.0992 -13.5151 11.8179 0.23
C -8.9368 -14.0800 10.6724 -0.21
C -10.0078 -14.3624 9.8309 0.12
C -11.3183 -14.0589 10.1372 -0.19
C -12.4593 -14.2516 9.1915 -0.02
C -11.4421 -13.3733 11.3642 -0.54
S -12.9272 -12.8656 12.0098 0.87
C -7.5207 -14.2799 10.2566 -0.58
C -7.2426 -15.7884 10.3014 -0.02
C -7.3078 -13.7302 8.8398 -0.03
C -6.5239 -13.5822 11.2189 -0.04
C -9.4288 -10.2217 13.3649 -0.53
S -10.7393 -9.9176 12.2728 0.83
C -6.6568 -11.3637 16.3662 -0.58
C -5.4287 -11.9193 15.7209 -0.05
C -6.3120 -10.1202 17.1594 -0.04
C -7.2629 -12.4641 17.2106 -0.04
H -7.4180 -7.7818 12.5477 0.14
H -8.5056 -7.1060 13.8052 0.13
H -9.2804 -7.8012 12.3889 0.05
H -6.9149 -8.8466 15.1203 0.17
H -10.7145 -15.5254 17.8564 0.15
H -11.9475 -13.8700 18.9734 0.10
H -12.9941 -12.8647 18.0367 0.09
H -11.5154 -12.1687 18.4560 0.11
H -11.1997 -18.0413 16.1118 0.10
H -9.8957 -18.7331 15.0109 0.12
H -11.0102 -17.5332 14.3580 0.08
H -9.4622 -17.2672 17.8712 0.09
H -8.0406 -16.3563 17.2853 0.10
H -8.2108 -18.0601 16.8340 0.10
H -8.8428 -16.5376 13.5062 0.08
H -7.8940 -17.6349 14.4538 0.10
H -7.7091 -15.8562 14.7645 0.10
H -9.7926 -14.8072 8.8092 0.17
H -12.1204 -14.4350 8.1760 0.10
H -13.1148 -13.3744 9.1687 0.09
H -13.1357 -15.1050 9.5018 0.14
H -7.8484 -16.3464 9.5120 0.12
H -7.5935 -16.1240 11.3132 0.09
H -6.1589 -16.0114 10.2191 0.11
H -8.0399 -14.2408 8.1550 0.08
H -6.2659 -13.9963 8.5339 0.12
H -7.4505 -12.6237 8.6482 0.12
H -6.5405 -14.1190 12.1839 0.08
H -6.7538 -12.4927 11.3524 0.10
H -5.5439 -13.7671 10.7336 0.11
H -4.8710 -11.1927 15.0596 0.11
H -5.6042 -12.8437 15.1113 0.10
H -4.7094 -12.1426 16.5588 0.12
H -5.6932 -9.4072 16.5668 0.10
H -5.7682 -10.3242 18.0927 0.11
H -7.2451 -9.5390 17.4538 0.10
H -7.4070 -13.3469 16.5654 0.08
H -8.2222 -12.1187 17.5836 0.07
H -6.6220 -12.6263 18.0885 0.11
C -13.7805 -5.6745 12.0147 -0.08
C -14.2857 -6.0321 13.4418 -0.29
C -14.7423 -7.4520 13.5261 -0.34
S -13.3940 -8.4705 14.2064 1.07
O -13.9819 -9.9383 13.6268 -0.70
C -13.9469 -8.1888 15.9484 -0.29
C -15.0417 -9.1415 16.3973 -0.29
C -14.8993 -9.4978 17.8497 -0.09
H -13.2073 -4.7356 11.9845 0.09
H -14.6095 -5.4936 11.3213 0.09
H -13.1683 -6.4460 11.5873 0.06
H -15.0606 -5.3441 13.7721 0.13
H -13.4271 -5.8133 14.1294 0.12
H -14.8916 -7.9182 12.5400 0.10
H -15.7071 -7.5880 14.0868 0.14
H -14.2954 -7.1634 15.8537 0.10
H -13.0010 -8.2568 16.5253 0.09
H -15.0141 -10.0454 15.7404 0.09
H -16.0389 -8.6591 16.3071 0.13
H -14.0858 -10.2148 18.0127 0.07
H -15.7972 -9.9157 18.3128 0.09
H -14.6766 -8.5776 18.4403 0.11
F -9.1102 -8.8390 17.2951 0.11
B -10.3207 -9.5495 17.1209 -1.32
F -11.2513 -9.0902 17.9925 0.18
F -10.1363 -10.9401 17.3982 0.07
F -10.6860 -9.2764 15.7933 0.06
```